DFT (ωB97M-V with the def2-TZVPD basis set) results for a cluster of 2 separate species, C3H10N2O in total in a non-equilibrium geometry.

Last column: natural (NBO) charge in e.
CARTESIAN COORDINATES (ANGSTROEM)
C  1.1323  -2.0533  0.0436  -0.65
C  0.8446  -0.5229  0.1015  0.14
N  1.9009  0.3332  0.4016  -0.86
C  -0.3982  0.1355  -0.1602  -0.12
N  -0.3997  1.4697  -0.7457  -0.82
H  0.8095  -2.4854  -0.9413  0.23
H  0.5604  -2.5086  0.8300  0.23
H  2.1861  -2.3351  0.3024  0.22
H  2.4999  0.0302  1.1474  0.39
H  1.8858  1.3110  0.1466  0.39
H  -1.3053  -0.3142  -0.3529  0.16
H  -0.6147  1.4630  -1.7803  0.35
H  0.5675  1.4008  -0.8732  0.33
O  -2.9776  1.3540  0.9400  -0.93
H  -3.8582  1.7741  0.8669  0.46
H  -2.8333  0.9478  0.0735  0.46

Atomic forces in eV per Å
-0.2 0.9 0.3
-3.1 1.6 -0.3
1.0 -0.7 -0.8
3.1 -1.7 -1.0
0.0 -0.2 -0.3
0.5 0.5 1.0
-0.6 -0.5 0.2
-0.8 0.6 -0.6
0.3 0.3 -0.1
0.0 -0.3 0.7
-1.5 -1.9 -0.2
-0.6 -0.5 1.5
2.1 1.9 -0.5
-0.9 0.2 -0.2
0.7 -0.3 0.1
0.0 0.3 0.3

**Energy above the lowest of the compared OMol25 structures with the same formula, charge and spin**: 72.5 kcal/mol
**Molar mass**: 90.126 g mol⁻¹
**Maximum force**: 3.66 eV/A
**Structure (SMILES)**: C/C(N)=C/N.O
**HOMO**: -7.140 eV
**E_tot**: -304.9590 a.u.
**Spin multiplicity**: 1